Computed, not measured: C34H52Cl2NPTi as an isolated structure, with ωB97M-V with the def2-TZVPD basis set.

```
91
Properties=species:S:1:pos:R:3:forces:R:3
P -0.2127 1.0965 -3.1217 0.6094 -1.3215 3.3382
C -1.8896 0.4901 -3.5882 -0.0386 0.6265 -0.4904
C -2.4885 1.1040 -4.8596 -0.4009 -0.3768 0.0517
C -3.9275 0.5977 -5.0557 0.0171 0.0352 -0.1239
C -4.0126 -0.9362 -5.0804 0.0072 0.1176 0.0376
C -3.3642 -1.5556 -3.8411 0.1878 0.1770 0.0105
C -1.9291 -1.0502 -3.6479 -0.0106 0.1331 0.0043
C 1.2232 0.3605 -4.0061 -0.3632 0.2131 -0.5073
C 1.1926 0.4992 -5.5287 0.5968 -0.2522 -0.0483
C 2.5524 0.0570 -6.0970 -0.0653 0.0502 -0.0910
C 2.9499 -1.3611 -5.6648 -0.1082 -0.0963 -0.0138
C 2.8098 -1.6073 -4.1561 -0.0886 0.1749 0.0282
C 1.4778 -1.1058 -3.5818 -0.0037 0.1437 -0.0787
C -0.0584 2.9232 -3.0961 -0.2311 0.1729 -1.1622
C -1.2433 3.5520 -2.3236 0.3014 -0.1735 0.0687
C -1.1093 5.0747 -2.2046 0.0519 -0.0744 -0.1965
C 0.2560 5.5173 -1.6648 0.0181 -0.1589 0.1673
C 1.4438 4.8617 -2.3794 -0.1358 -0.0790 -0.2302
C 1.3141 3.3384 -2.5086 -0.2855 -0.0855 0.1206
H -2.5049 0.8202 -2.7185 0.3192 -0.2222 -0.4134
H -1.8685 0.8168 -5.7194 -0.0732 0.0344 0.0317
H -2.4762 2.2012 -4.8011 0.0010 -0.1924 -0.0319
H -4.3509 1.0191 -5.9773 -0.0206 -0.0808 0.1297
H -4.5414 0.9595 -4.2204 0.0364 0.0464 -0.0721
H -5.0618 -1.2507 -5.1420 0.1119 0.0496 -0.0759
H -3.5090 -1.3112 -5.9797 -0.0029 0.0049 0.0189
H -3.9493 -1.2841 -2.9535 0.0203 -0.0744 -0.0481
H -3.3580 -2.6499 -3.9112 -0.0645 0.1408 0.0242
H -1.4935 -1.4870 -2.7392 -0.0043 0.1696 -0.1617
H -1.3191 -1.3817 -4.5030 -0.1219 0.0292 0.1457
H 2.0740 0.9656 -3.6293 -0.3566 -0.2558 -0.0629
H 3.3228 0.7549 -5.7401 -0.1139 0.0136 -0.0455
H 0.9763 1.5400 -5.8101 0.0573 -0.1946 -0.0155
H 0.3896 -0.1286 -5.9445 0.1065 0.0828 0.0739
H 2.5373 0.1250 -7.1914 0.1197 -0.0227 0.0616
H 3.9899 -1.5544 -5.9595 -0.1645 -0.0073 -0.0581
H 2.3304 -2.0869 -6.2073 -0.0149 0.0524 0.0400
H 2.9188 -2.6776 -3.9391 0.0546 0.1914 -0.0120
H 3.6247 -1.0871 -3.6360 -0.0429 -0.0483 -0.0037
H 1.4792 -1.1989 -2.4862 -0.0810 0.0914 -0.2420
H 0.6587 -1.7375 -3.9542 0.2040 0.1014 0.0722
H -0.1093 3.2198 -4.1618 0.0622 0.6724 0.2991
H -2.1898 3.3060 -2.8258 0.1817 0.0499 0.1079
H -1.3004 3.1104 -1.3165 0.1295 -0.0353 -0.1952
H -1.2743 5.5156 -3.1959 0.0528 0.0427 0.0310
H -1.9047 5.4529 -1.5501 0.1071 0.0039 -0.1133
H 0.3063 5.2652 -0.5981 -0.0036 -0.0171 -0.0684
H 0.3460 6.6080 -1.7369 -0.0242 -0.0965 0.0580
H 2.3744 5.1007 -1.8487 -0.1297 0.0002 -0.0880
H 1.5381 5.2795 -3.3897 -0.0359 0.0777 0.0403
H 2.1245 2.9700 -3.1520 -0.1679 0.0784 0.1306
H 1.4582 2.8644 -1.5245 -0.1866 0.0022 -0.2038
Ti 0.3623 -0.3755 1.6220 -0.2763 -1.5473 -1.9597
Cl 2.1712 0.5728 0.6690 1.6435 0.8390 -0.5335
Cl -1.3175 1.0203 1.4225 -1.4139 1.5110 0.1688
C -0.1953 -1.8497 0.4422 0.4461 -0.0565 0.1104
H -1.1665 -1.7244 -0.0499 -0.1287 -0.1959 0.2135
C 0.5015 -3.0693 0.1608 -0.4958 0.6112 -0.0235
C 1.9239 -3.1384 0.2638 0.1427 -0.4597 0.1194
C 2.5794 -4.3640 0.2202 -0.4562 -0.0895 -0.0756
C 1.8583 -5.5470 -0.0100 0.1689 -0.1687 0.0366
C 0.4766 -5.4806 -0.2581 0.0959 0.3081 -0.0697
C -0.1907 -4.2662 -0.2081 0.4037 -0.1870 -0.0355
H 2.4882 -2.2041 0.3666 -0.2531 -0.3471 0.0306
H 3.6611 -4.4103 0.3544 -0.1400 0.0030 -0.0698
H -0.0780 -6.3908 -0.4989 0.1581 0.1709 0.0599
H -1.2642 -4.2046 -0.4199 0.3611 -0.0330 0.1954
H 2.3665 -6.5118 -0.0214 -0.0714 0.2125 -0.0289
C 3.7627 -1.4262 3.2040 0.2922 -0.2397 -0.3053
N 3.8657 -0.1521 3.9740 -0.0999 0.0234 0.6684
C 5.0630 0.6218 3.5584 -0.0585 -0.0556 0.0288
C 2.6244 0.7471 3.9947 -0.3414 0.3042 -0.2937
C 1.4012 -0.0139 4.3919 -0.3305 -0.0186 0.9866
C 0.8744 0.2036 5.6693 -0.2945 -0.0478 0.2630
C -0.2423 -0.5206 6.0937 0.5109 0.5826 0.3213
C -0.7700 -1.5241 5.2829 -0.0523 -0.6253 -0.7709
C -0.2553 -1.7566 3.9891 -0.1185 0.1640 2.1693
C 0.7756 -0.9296 3.5419 0.5111 -0.5462 -0.9546
H 3.6046 -1.1909 2.1475 -0.1742 0.0100 0.2569
H 2.9581 -2.0503 3.5904 -0.0077 0.2932 -0.1317
H 4.7209 -1.9395 3.3262 -0.0576 0.0425 0.0007
H 3.9662 -0.4179 4.9670 0.0483 0.0669 -0.5337
H 4.9842 0.8250 2.4875 -0.0610 -0.0218 0.1728
H 5.0859 1.5550 4.1238 0.0425 -0.0942 -0.1103
H 5.9480 0.0229 3.7719 0.0067 0.1008 -0.0827
H 2.8684 1.5197 4.7327 -0.0235 -0.1507 0.0302
H 2.5581 1.2402 3.0172 0.1469 -0.4140 0.0193
H 1.3175 0.9813 6.2955 -0.1762 -0.1562 0.1145
H -0.6771 -0.2909 7.0707 0.0820 -0.1819 -0.3137
H -1.6088 -2.1130 5.6462 0.0301 0.0575 -0.0027
H -0.6335 -2.5667 3.3616 -0.0725 0.4221 0.0911
```
Forces are in eV/Å.

Its net charge is -1. Its spin multiplicity is 2. As for the lowest unoccupied orbital energy (spin up / spin down): 1.95 / 1.93 eV. Its expectation value of S² is 0.763. As for the relative energy (zero: lowest compared OMol25 entry of this formula, charge and spin): 0.787 eV.

Löwdin atomic charge list, values in e, 8 entries: P 1.090; C -0.461; C -0.219; C -0.209; C -0.216; C -0.203; C -0.213; C -0.461

***

Computed, not measured: a 8-piece molecular cluster, C29H65BO16PS7 overall, with ωB97M-V with the def2-TZVPD basis set.

```
119
Properties=species:S:1:pos:R:3:forces:R:3
C 3.4611 -7.2805 2.2974 0.7328 -0.6711 -0.6249
P 2.5284 -5.5708 2.3035 -0.4281 -0.1168 0.4764
B 0.8204 -6.5518 2.3266 -0.8493 -0.2072 -0.4277
O 0.0355 -6.7851 3.5025 0.8717 -0.4900 -1.1735
O 0.3118 -7.0978 1.1013 -0.5658 0.3504 1.5237
H 2.7605 -8.1539 2.2206 0.4545 0.4371 0.3471
H 4.1950 -7.3963 3.1271 -0.5911 0.0000 -0.1851
H 4.0527 -7.2991 1.3455 -0.3562 0.0784 0.5593
H 2.4530 -5.5561 3.7834 0.1975 0.0703 0.3537
H 3.8452 -4.9207 2.3450 0.4134 0.2379 -0.1111
H 2.5872 -5.6161 0.8157 -0.1358 -0.0549 -0.5743
H 1.8434 -4.3093 2.1923 0.2455 -0.7517 0.4442
H -0.3651 -7.6520 3.3644 -0.4849 -0.0099 0.0764
H 0.5975 -6.4678 0.4336 0.5544 -0.1763 -0.3113
C 0.3226 0.9379 2.3035 0.1901 0.1494 -0.0659
C 0.3321 0.6484 0.7978 0.0303 0.0334 0.4723
C 1.5685 -0.2062 0.5036 -0.0567 0.3839 -0.3369
S 1.9118 -1.1227 2.0042 -0.5931 -0.4139 -0.1778
O 3.1833 -0.6778 2.5362 0.1239 -0.1381 0.0276
O 1.6170 -2.5213 1.7921 0.2870 1.4541 -0.0506
C 0.6052 -0.3969 2.9815 -0.2054 0.3031 0.2306
H -0.6303 1.3568 2.6297 0.0161 -0.0349 -0.0038
H 1.1101 1.6577 2.5490 -0.0311 -0.0367 0.0824
H -0.5641 0.0968 0.5310 0.0049 -0.0249 0.0809
H 0.3391 1.5663 0.2125 -0.0015 0.0017 0.0345
H 1.3896 -0.9072 -0.3083 0.0728 -0.1025 0.1080
H 2.4397 0.4105 0.2779 0.0406 -0.0761 0.1113
H 0.9295 -0.2949 4.0166 0.0728 -0.1029 -0.0322
H -0.2590 -1.0588 2.9214 0.0636 -0.0374 -0.0401
C -1.1127 1.5748 -4.8534 0.1062 0.0816 0.0761
C 0.3874 1.3146 -4.6747 -0.0097 -0.0242 -0.1374
C 0.7032 1.4451 -3.1820 0.3118 0.1920 -0.2098
S -0.8060 1.0147 -2.3163 0.0031 -0.5217 -0.7232
O -1.2889 2.1913 -1.6226 -0.0195 -0.1690 0.2463
O -0.6308 -0.2521 -1.6537 -0.2183 0.2199 -0.0310
C -1.8047 0.7571 -3.7685 0.0061 0.5082 -0.3822
H -1.4572 1.2921 -5.8490 -0.0168 -0.0078 0.0422
H -1.3235 2.6397 -4.7123 -0.0093 -0.0239 -0.0218
H 0.6217 0.3017 -5.0121 -0.0344 0.0239 0.0200
H 0.9922 2.0043 -5.2649 0.0388 -0.0225 0.0829
H 1.4982 0.7682 -2.8755 -0.0679 0.0665 0.1755
H 0.9655 2.4683 -2.9142 -0.0206 -0.0611 0.0576
H -2.8248 1.0748 -3.5746 0.0311 -0.0840 0.1763
H -1.7792 -0.3023 -3.9965 0.0748 0.0182 0.0612
C -1.7000 5.2823 0.0133 0.1368 0.0611 0.0480
C -1.7314 6.7851 0.3134 -0.0843 -0.0455 0.0830
C -0.9607 7.4915 -0.8074 0.0529 0.2942 0.4290
S -1.1227 6.4478 -2.2561 -0.5855 -0.2333 0.2528
O 0.1825 5.9326 -2.6054 -0.1905 0.2165 -0.1754
O -1.9641 7.1058 -3.2311 0.4092 -0.0204 -0.1616
C -2.0470 5.1477 -1.4631 -0.1089 -0.2103 0.1500
H -2.3985 4.7282 0.6394 0.0419 -0.0254 -0.0450
H -0.6969 4.8894 0.1981 -0.0573 -0.0633 -0.0288
H -2.7678 7.1335 0.3239 0.0346 -0.0105 -0.0262
H -1.3007 7.0114 1.2892 -0.0015 0.0203 -0.0472
H -1.3722 8.4748 -1.0272 0.0942 -0.0409 -0.1659
H 0.0998 7.5776 -0.5722 -0.0050 -0.0659 -0.1111
H -1.7610 4.1846 -1.8816 0.0105 0.1087 -0.0576
H -3.1064 5.3404 -1.6392 0.0504 0.0691 -0.0631
C -5.9116 -3.3485 -4.9911 0.0302 -0.1009 -0.0029
C -5.6613 -3.9572 -3.6069 -0.0953 0.0024 -0.0065
C -4.3108 -3.4300 -3.1101 -0.1753 -0.4475 0.1703
S -4.0830 -1.8340 -3.8888 -0.2780 -0.2050 0.3695
O -2.9573 -1.9203 -4.7904 -0.1122 0.1380 0.0333
O -4.1912 -0.7970 -2.8909 0.1473 -0.0280 -0.2950
C -5.5836 -1.8657 -4.8569 -0.3189 -0.1448 -0.2954
H -6.9390 -3.5022 -5.3223 0.0352 0.0132 -0.0092
H -5.2472 -3.8134 -5.7242 -0.0254 0.0484 -0.0026
H -6.4540 -3.6428 -2.9227 0.0253 0.0056 -0.0313
H -5.6695 -5.0468 -3.6375 0.0184 0.0390 0.0236
H -4.2948 -3.3052 -2.0291 0.2264 0.1201 -0.0555
H -3.4892 -4.0743 -3.4199 0.0576 0.1385 0.0027
H -5.4173 -1.3717 -5.8124 0.1212 0.0810 0.0936
H -6.3540 -1.3405 -4.2913 0.0822 0.0269 0.0288
C -3.5824 -4.8845 3.6882 -0.0486 0.0984 0.0303
C -4.7073 -4.8123 2.6512 -0.0675 -0.1110 0.0375
C -4.4626 -3.5647 1.7979 -0.5407 -0.1038 0.0476
S -2.6903 -3.2828 1.8207 0.5026 -0.4581 -0.0540
O -2.4371 -2.0336 2.5033 -0.0540 0.0492 -0.2495
O -2.1533 -3.5572 0.5093 -0.1776 0.3905 0.1197
C -2.2898 -4.6307 2.9220 -0.1119 -0.1565 0.2450
H -3.5607 -5.8489 4.1954 0.0494 0.0327 -0.0117
H -3.7284 -4.1073 4.4441 0.0269 -0.0360 0.0004
H -4.6768 -5.7036 2.0188 0.0386 0.0300 0.0191
H -5.6911 -4.7794 3.1225 0.0155 0.0041 -0.0399
H -4.7889 -3.7061 0.7691 0.1196 0.1454 -0.0169
H -4.9477 -2.6865 2.2231 0.1177 0.0350 -0.0289
H -1.4564 -4.3521 3.5631 0.1114 0.0241 -0.1994
H -2.0190 -5.4931 2.3124 0.1315 0.0993 -0.0243
C 4.5214 5.5442 -5.7367 -0.0610 0.0173 -0.0749
C 3.3593 6.4623 -5.3434 0.0823 0.0001 -0.0356
C 2.5732 5.7589 -4.2316 0.0074 0.3732 -0.4424
S 3.7461 4.7097 -3.3783 -0.0311 0.2853 0.1805
O 3.3711 3.3304 -3.5905 0.0436 0.0663 0.1847
O 3.9943 5.2391 -2.0586 -0.0598 -0.3636 -0.1107
C 5.1455 5.0819 -4.4254 0.2657 0.0254 -0.3706
H 5.2488 6.0567 -6.3673 -0.0070 -0.0416 0.0130
H 4.1398 4.6834 -6.2925 0.0490 0.0021 0.0252
H 3.7553 7.4110 -4.9708 0.0012 -0.0398 -0.0062
H 2.7173 6.6884 -6.1953 0.0002 0.0028 0.0498
H 2.1479 6.4647 -3.5278 -0.0491 -0.2135 0.1008
H 1.7880 5.1230 -4.6359 0.0142 -0.0390 0.1397
H 5.7713 4.1980 -4.5328 -0.0686 -0.0359 0.1605
H 5.7094 5.8859 -3.9514 -0.0461 -0.0444 0.0607
C 4.8862 -0.5478 6.5401 0.0474 0.0837 0.0738
C 4.6113 -0.1228 7.9864 0.0654 -0.1041 0.0411
C 3.7642 1.1523 7.9357 0.2687 -0.0255 0.4778
S 2.8392 1.0761 6.4006 0.0138 -0.4561 -0.2026
O 3.2842 2.1515 5.5455 -0.2813 0.0672 0.1681
O 1.4395 0.8691 6.6985 0.0600 0.3509 -0.1493
C 3.5485 -0.4536 5.8171 0.2893 -0.2320 -0.1194
H 5.2983 -1.5550 6.4856 -0.0345 0.0297 -0.0481
H 5.6060 0.1375 6.0843 -0.0311 -0.0410 -0.0340
H 4.0564 -0.9134 8.4982 0.0025 0.0240 -0.0394
H 5.5352 0.0410 8.5431 -0.0456 0.0097 0.0070
H 3.0683 1.2108 8.7706 -0.0798 0.1182 -0.1253
H 4.3859 2.0466 7.9081 -0.0854 0.0124 -0.1069
H 3.6463 -0.4287 4.7319 -0.1842 0.0696 -0.0213
H 2.8824 -1.2645 6.1150 -0.0435 0.0630 -0.0216
```
Forces are in eV/Å.

Its net charge is -1. As for the lowest unoccupied orbital energy: 1.59 eV. As for the relative energy (zero: lowest compared OMol25 entry of this formula, charge and spin): 0.492 eV.

Löwdin atomic charge list, values in e, 8 entries: C -0.362; P 0.271; B -0.730; O 0.018; O 0.012; H 0.005; H 0.000; H 0.003

***

Computed, not measured: one molecule with the formula C2H3F2OP, with ωB97M-V with the def2-TZVPD basis set.

```
9
Properties=species:S:1:pos:R:3:forces:R:3
C -0.0290 0.2011 -0.0985 -0.5992 0.3083 0.1286
C 0.0538 0.3877 -1.8113 -1.1588 1.6823 4.3315
O -0.2543 -1.8881 -3.0187 -1.9868 -1.9640 -0.4684
F -1.2162 0.6778 -2.2042 0.7388 -0.9039 -0.3371
F 0.7176 1.5584 -1.9648 0.5518 -0.4998 -0.4824
P 0.9286 -1.0372 -2.8263 1.5127 1.8855 0.4854
H -1.0484 0.0248 0.3521 0.5944 -0.1791 -1.4550
H 0.2069 1.1669 0.4152 0.2480 -0.4106 -1.1508
H 0.5979 -0.5418 0.4236 0.0992 0.0813 -1.0518
```
Forces are in eV/Å.

Its spin multiplicity is 3. As for the lowest unoccupied orbital energy (spin up / spin down): 0.88 / -3.28 eV. Its expectation value of S² is 2.012. As for the relative energy (zero: lowest compared OMol25 entry of this formula, charge and spin): 0.457 eV.

Löwdin atomic charge list, values in e, 8 entries: C -0.011; C -0.640; O -0.453; F 0.037; F 0.006; P 0.859; H 0.077; H 0.070

***

| no. | energy (eV) |
| --- | --- |
| 1 | -95041.4840 |
| 2 | -149695.7151 |
| 3 | -18890.4344 |